{
  "formula": "C14H8MoO6S2",
  "method": "wB97M-V/def2-TZVPD",
  "symbols": ["Mo", "O", "C", "C", "O", "C", "C", "O", "C", "O", "O", "C", "O", "C", "S", "S", "H", "H", "H", "C", "C", "C", "C", "C", "C", "C", "H", "H", "H", "H", "H"],
  "xyz": [[0.069845, -1.117891, 0.808142], [4.535122, 0.057362, 3.426157], [3.594928, -0.607588, 2.973089], [2.365981, -1.011053, 3.676739], [2.053698, -0.803405, 4.850116], [1.539498, -1.746767, 2.677127], [2.199971, -1.769343, 1.403010], [1.682322, -2.428485, 0.396576], [3.527995, -1.135038, 1.564546], [4.428215, -1.114138, 0.743928], [0.385838, -2.254560, 2.831517], [-5.147066, -1.382472, 0.297735], [-4.247215, -0.572261, 1.028356], [-2.937588, -0.893216, 0.991804], [-2.329998, -2.143689, 0.051754], [-1.925424, 0.010057, 1.971888], [-6.130403, -1.196002, 0.725095], [-4.882348, -2.437134, 0.379189], [-5.142626, -1.104845, -0.758372], [0.235594, 0.059477, -0.462158], [0.399629, 1.040035, -1.491328], [1.622489, 1.692907, -1.712656], [1.749963, 2.627788, -2.728142], [0.669714, 2.939428, -3.546862], [-0.548739, 2.299512, -3.338291], [-0.686455, 1.363062, -2.327672], [2.467304, 1.446170, -1.081531], [2.705489, 3.116925, -2.882238], [0.775342, 3.673325, -4.337900], [-1.399583, 2.532358, -3.969802], [-1.631487, 0.859469, -2.159803]],
  "forces_ev_per_a": [[0.7, -1.0, 0.1], [0.3, 0.2, 0.1], [-0.3, -0.2, 0.1], [0.5, 0.1, -0.2], [-0.1, 0.1, 0.3], [0.0, -0.2, -0.2], [-0.5, 0.3, 0.5], [-0.5, -0.1, -0.2], [0.0, 0.0, 0.0], [0.1, 0.1, -0.2], [-0.2, 0.0, 0.0], [-0.1, -0.1, -0.1], [0.0, 0.0, 0.1], [0.0, 0.0, 0.3], [0.2, -0.2, -0.2], [-0.1, 0.3, 0.0], [0.0, 0.0, 0.0], [-0.1, 0.0, 0.0], [0.0, 0.0, 0.0], [0.1, 0.4, -0.2], [-0.2, 0.2, -0.2], [0.0, 0.0, -0.1], [0.0, 0.0, 0.0], [0.0, 0.0, 0.0], [0.0, 0.0, 0.0], [0.2, 0.0, 0.0], [0.0, 0.0, 0.0], [0.0, 0.0, 0.0], [0.0, 0.0, 0.0], [0.0, 0.0, 0.0], [0.0, 0.0, 0.0]],
  "spin_multiplicity": 3,
  "homo_ev": [0.51, -1.19],
  "lumo_ha": [0.164, 0.163],
  "relative_energy_kj_mol": 21.8,
  "charge": -2,
  "total_energy_ev": -50457.756,
  "s_squared": 2.135
}